*P*
Formula: C10H10N2O2
Source: the OMol25 dataset
Level of theory: ωB97M-V with the def2-TZVPD basis set

Cartesian coordinates (Å):
H: -1.65 2.30 0.76
H: 1.03 0.09 -1.99
H: -2.33 -2.06 1.50
C: 1.66 1.26 -0.70
H: -1.92 1.90 -1.42
C: 2.06 -1.18 -0.64
C: -1.93 0.15 1.55
C: -1.99 1.26 0.51
H: -2.56 -2.26 -1.06
H: 3.09 0.10 2.33
O: 1.30 2.21 -1.39
C: -2.21 -1.18 0.87
H: -1.32 0.38 2.46
H: -2.61 -0.38 -2.38
C: -2.68 -0.31 -1.25
O: 2.07 -2.12 -1.35
N: 1.50 0.01 -1.03
C: 2.51 -1.18 0.74
C: 2.70 0.07 1.27
H: 2.68 2.20 0.97
C: -2.46 -1.40 -0.49
C: -2.36 1.05 -0.78
H: 3.26 -2.12 0.85
N: 2.15 1.22 0.69

Calculated values
- SMILES = O=c1cc[nH]c(=O)[nH]1.c1ccccc1
- multiplicity = 1
- HOMO (eV) = -8.909
- net charge = 0
- Kohn-Sham gap (Ha) = 0.341

Charge distribution, Mulliken scheme, values in e: atom 1 (H): 0.326, atom 2 (H): 0.237, atom 3 (H): 0.347, atom 4 (C): 0.305, atom 5 (H): 0.237, atom 6 (C): 0.462, atom 7 (C): -0.642, atom 8 (C): -0.137, atom 9 (H): 0.470, atom 10 (H): 0.328, atom 11 (O): -0.626, atom 12 (C): -0.366, atom 13 (H): 0.344, atom 14 (H): 0.268, atom 15 (C): -0.280, atom 16 (O): -0.580, atom 17 (N): 0.013, atom 18 (C): -0.499, atom 19 (C): -0.071, atom 20 (H): 0.321, atom 21 (C): -0.296, atom 22 (C): -0.274, atom 23 (H): 0.265, atom 24 (N): -0.151

---

*Q*
Formula: C10H10N2O2
Source: the OMol25 dataset
Level of theory: ωB97M-V with the def2-TZVPD basis set

Cartesian coordinates (Å):
H: 1.83 2.13 1.66
H: 3.49 0.43 0.37
H: 1.38 -1.54 -0.13
H: 1.36 -1.18 4.06
C: 1.78 0.59 3.00
H: 1.19 0.94 -2.16
H: 1.90 1.21 3.90
C: 0.26 1.05 -1.57
O: 2.79 0.77 -0.24
C: -2.01 1.42 -0.06
H: -2.91 2.15 -1.93
C: -2.05 1.73 -1.43
O: 1.39 -2.79 1.99
C: 1.48 -1.58 1.91
C: -0.83 1.01 0.62
H: -2.86 1.55 0.61
H: -0.84 0.84 1.67
C: 1.64 0.44 0.50
C: 0.35 0.84 -0.17
H: -0.83 1.74 -3.23
N: 1.65 -0.99 0.67
C: -0.89 1.52 -2.19
N: 1.95 1.14 1.76
C: 1.49 -0.72 3.08

Calculated values
- SMILES = O=C1C=CN[C@](O)(c2ccccc2)N1
- multiplicity = 1
- HOMO (eV) = -8.720
- net charge = 0
- Kohn-Sham gap (Ha) = 0.344

Charge distribution, Mulliken scheme, values in e: atom 1 (H): 0.236, atom 2 (H): 0.351, atom 3 (H): 0.254, atom 4 (H): 0.395, atom 5 (C): -0.293, atom 6 (H): 0.348, atom 7 (H): 0.351, atom 8 (C): -0.344, atom 9 (O): -0.557, atom 10 (C): -0.488, atom 11 (H): 0.408, atom 12 (C): -0.564, atom 13 (O): -0.666, atom 14 (C): 0.540, atom 15 (C): -0.536, atom 16 (H): 0.332, atom 17 (H): 0.465, atom 18 (C): 0.717, atom 19 (C): -0.198, atom 20 (H): 0.416, atom 21 (N): -0.088, atom 22 (C): -0.436, atom 23 (N): -0.132, atom 24 (C): -0.511

---

*R*
Formula: C10H10N2O2
Source: the OMol25 dataset
Level of theory: ωB97M-V with the def2-TZVPD basis set

Cartesian coordinates (Å):
H: 0.74 -0.58 0.38
H: -5.14 -1.53 -0.25
H: -2.00 -0.05 1.99
C: -2.99 1.25 -0.83
C: -2.48 0.03 1.12
C: 2.71 -1.23 -0.39
H: 4.21 1.90 0.01
O: 5.86 -0.03 0.29
H: -1.40 1.91 0.55
N: 4.06 -1.30 -0.51
H: -4.61 -0.06 -2.10
C: -3.96 0.22 -1.07
C: 2.44 1.07 0.13
C: -3.48 -0.90 1.02
C: 1.85 -0.28 0.07
H: -2.96 2.20 -1.37
O: 2.02 2.24 0.28
C: 4.66 -0.06 -0.07
H: -3.96 -1.54 1.87
C: -2.13 1.06 0.23
H: 2.34 -2.36 -0.27
C: -4.22 -0.82 -0.22
H: 4.66 -2.13 -0.82
N: 3.76 0.98 -0.05

Calculated values
- SMILES = O=c1cc[nH]c(=O)[nH]1.c1ccccc1
- multiplicity = 1
- HOMO (eV) = -9.327
- net charge = 0
- Kohn-Sham gap (Ha) = 0.356

Charge distribution, Mulliken scheme, values in e: atom 1 (H): 0.139, atom 2 (H): 0.238, atom 3 (H): 0.491, atom 4 (C): -0.291, atom 5 (C): -0.338, atom 6 (C): -0.132, atom 7 (H): 0.231, atom 8 (O): -0.593, atom 9 (H): 0.281, atom 10 (N): -0.101, atom 11 (H): 0.146, atom 12 (C): -0.300, atom 13 (C): 0.754, atom 14 (C): -0.399, atom 15 (C): -0.371, atom 16 (H): 0.379, atom 17 (O): -0.668, atom 18 (C): 0.274, atom 19 (H): 0.277, atom 20 (C): -0.438, atom 21 (H): 0.250, atom 22 (C): -0.045, atom 23 (H): 0.294, atom 24 (N): -0.078

---

The data favor *Q*; the next most stable structure lies 218.7 kJ/mol above it.

---

*P*
Formula: H27O14
Source: the OMol25 dataset
Level of theory: ωB97M-V with the def2-TZVPD basis set

Cartesian coordinates (Å):
H: 2.47 -0.02 -1.19
H: 4.71 -2.03 0.79
H: -2.70 -1.37 -1.10
H: -2.42 2.09 2.31
H: 1.51 1.12 -3.87
O: -1.93 2.97 2.35
H: -4.06 0.41 2.07
O: 1.72 -2.03 1.51
H: 1.17 -1.87 0.66
H: -4.61 -0.95 1.98
O: -4.63 -0.09 2.65
H: 2.49 1.78 -1.18
H: 0.00 -0.45 0.45
H: 4.10 -0.70 0.42
H: -1.76 0.10 0.77
H: 0.55 -2.38 -2.23
O: 0.80 -2.08 -1.40
O: 5.03 -1.08 0.55
O: -0.26 -0.17 -0.42
O: 1.20 2.05 2.38
O: -1.22 0.57 -2.90
H: 1.52 2.70 -1.81
H: -0.74 0.40 -3.73
H: 0.22 -1.29 -1.21
O: -2.65 -2.30 -0.67
H: 0.46 1.84 1.74
H: -0.76 -1.49 1.89
O: 2.41 2.40 -1.81
H: 0.73 2.78 2.75
H: 1.40 -0.02 -0.13
H: -1.01 -2.99 1.65
O: 1.05 0.79 -4.56
O: 2.28 0.38 -0.35
H: -0.75 0.28 -2.20
H: -2.32 1.38 0.19
H: -1.18 2.90 1.85
H: 0.31 1.38 -4.79
H: -2.47 -1.98 0.17
O: -2.42 0.83 1.00
H: 2.55 -1.98 1.15
O: -1.29 -2.19 1.99

Calculated values
- multiplicity = 1
- HOMO (eV) = -7.205
- net charge = -1
- Kohn-Sham gap (Ha) = 0.362

Charge distribution, Mulliken scheme, values in e: atom 1 (H): 0.431, atom 2 (H): 0.334, atom 3 (H): 0.357, atom 4 (H): 0.450, atom 5 (H): 0.367, atom 6 (O): -0.655, atom 7 (H): 0.365, atom 8 (O): -0.531, atom 9 (H): 0.353, atom 10 (H): 0.332, atom 11 (O): -0.668, atom 12 (H): 0.408, atom 13 (H): 0.022, atom 14 (H): 0.381, atom 15 (H): 0.028, atom 16 (H): 0.282, atom 17 (O): -0.727, atom 18 (O): -0.673, atom 19 (O): -0.526, atom 20 (O): -0.596, atom 21 (O): -0.649, atom 22 (H): 0.278, atom 23 (H): 0.312, atom 24 (H): 0.565, atom 25 (O): -0.651, atom 26 (H): 0.229, atom 27 (H): 0.228, atom 28 (O): -0.682, atom 29 (H): 0.356, atom 30 (H): 0.084, atom 31 (H): 0.305, atom 32 (O): -0.699, atom 33 (O): -0.851, atom 34 (H): 0.410, atom 35 (H): 0.335, atom 36 (H): 0.194, atom 37 (H): 0.324, atom 38 (H): 0.336, atom 39 (O): -0.690, atom 40 (H): 0.124, atom 41 (O): -0.592

---

*Q*
Formula: H27O14
Source: the OMol25 dataset
Level of theory: ωB97M-V with the def2-TZVPD basis set

Cartesian coordinates (Å):
H: -0.79 2.13 0.05
O: 0.88 3.14 1.29
H: 2.37 0.35 3.97
O: -0.04 -4.70 -2.93
O: -1.02 -1.45 3.28
H: 0.11 2.36 -2.86
H: -3.40 2.75 -2.56
H: -2.08 2.45 -1.74
H: -1.37 -4.74 0.00
O: -2.52 2.72 -2.65
H: 1.47 -1.83 1.43
O: 3.00 1.84 -0.92
H: -0.96 -4.47 -2.66
H: 1.33 2.31 1.27
O: 0.87 -1.21 1.70
H: -1.90 1.71 -0.85
H: 2.04 1.40 -0.48
O: -0.12 1.71 -2.17
H: -3.46 2.20 0.90
H: 0.63 -0.80 0.78
H: 0.31 -4.53 -2.02
O: 0.83 0.74 -0.10
H: 0.08 -1.88 -2.32
H: -0.70 -0.94 2.55
O: 0.11 -1.52 -1.31
H: 0.45 3.26 0.43
H: 0.75 1.42 -2.19
O: 2.03 -0.55 4.05
H: 1.15 0.22 -0.92
H: -3.36 2.80 2.23
O: -2.13 -4.38 0.41
H: 1.37 -0.83 3.47
O: -3.74 2.15 1.82
H: 3.31 2.48 -0.45
O: -1.74 2.21 -0.07
H: 3.53 -0.56 -1.53
H: -0.57 -1.14 3.98
H: 0.02 -0.43 -1.35
H: -1.81 -3.90 1.20
H: 2.15 -1.28 -1.09
O: 2.91 -1.21 -1.65

Calculated values
- multiplicity = 1
- HOMO (eV) = -6.655
- net charge = -1
- Kohn-Sham gap (Ha) = 0.340

Charge distribution, Mulliken scheme, values in e: atom 1 (H): 0.224, atom 2 (O): -0.674, atom 3 (H): 0.291, atom 4 (O): -0.648, atom 5 (O): -0.636, atom 6 (H): 0.182, atom 7 (H): 0.263, atom 8 (H): 0.481, atom 9 (H): 0.283, atom 10 (O): -0.683, atom 11 (H): 0.175, atom 12 (O): -0.765, atom 13 (H): 0.333, atom 14 (H): 0.277, atom 15 (O): -0.592, atom 16 (H): 0.284, atom 17 (H): 0.556, atom 18 (O): -0.501, atom 19 (H): 0.369, atom 20 (H): 0.383, atom 21 (H): 0.310, atom 22 (O): -0.506, atom 23 (H): 0.338, atom 24 (H): 0.366, atom 25 (O): -0.631, atom 26 (H): 0.333, atom 27 (H): 0.278, atom 28 (O): -0.636, atom 29 (H): -0.443, atom 30 (H): 0.233, atom 31 (O): -0.634, atom 32 (H): 0.370, atom 33 (O): -0.581, atom 34 (H): 0.248, atom 35 (O): -0.649, atom 36 (H): 0.275, atom 37 (H): 0.227, atom 38 (H): 0.388, atom 39 (H): 0.340, atom 40 (H): 0.398, atom 41 (O): -0.627

---

The data favor *P*; the next most stable structure lies 205.8 kJ/mol above it.

---

*P*
Formula: C3H4ClN
Source: the OMol25 dataset
Level of theory: ωB97M-V with the def2-TZVPD basis set

Cartesian coordinates (Å):
H: 0.14 2.49 -1.03
Cl: -2.55 1.12 0.20
H: 1.85 -1.92 0.52
H: -0.79 -1.83 1.06
N: 1.13 -1.24 0.34
C: -0.06 -1.33 0.53
C: -0.87 0.65 -0.16
H: 1.05 0.66 -0.70
C: 0.09 1.39 -0.74

Calculated values
- multiplicity = 1
- HOMO (eV) = -8.881
- net charge = 0
- Kohn-Sham gap (Ha) = 0.354

Charge distribution, Mulliken scheme, values in e: atom 1 (H): 0.300, atom 2 (Cl): -0.203, atom 3 (H): 0.235, atom 4 (H): 0.392, atom 5 (N): -0.436, atom 6 (C): 0.053, atom 7 (C): -0.080, atom 8 (H): 0.156, atom 9 (C): -0.417

---

*Q*
Formula: C3H4ClN
Source: the OMol25 dataset
Level of theory: ωB97M-V with the def2-TZVPD basis set

Cartesian coordinates (Å):
H: -0.37 -2.15 -0.91
H: 0.96 1.65 -0.42
C: -0.97 0.65 0.20
C: 0.06 1.22 -0.16
C: -2.19 0.16 0.54
H: 3.72 0.99 -0.07
Cl: 3.03 0.19 0.65
N: -3.26 -0.23 0.71
H: -0.99 -2.49 -0.54

Calculated values
- multiplicity = 1
- HOMO (eV) = -10.868
- net charge = 0
- Kohn-Sham gap (Ha) = 0.415

Charge distribution, Mulliken scheme, values in e: atom 1 (H): -0.028, atom 2 (H): 0.357, atom 3 (C): 0.244, atom 4 (C): -0.056, atom 5 (C): -0.140, atom 6 (H): 0.248, atom 7 (Cl): -0.254, atom 8 (N): -0.396, atom 9 (H): 0.025

---

The data favor *Q*; the next most stable structure lies 95.0 kJ/mol above it.

---

*P*
Formula: C2HNO2S
Source: the OMol25 dataset
Level of theory: ωB97M-V with the def2-TZVPD basis set

Cartesian coordinates (Å):
N: -0.91 -0.49 0.99
H: 0.02 0.52 -0.29
C: 0.95 -2.42 0.36
S: 0.22 -3.75 0.60
O: 1.53 -1.44 0.16
O: -0.83 0.06 -0.22
C: -1.06 -0.97 2.03

Calculated values
- multiplicity = 1
- HOMO (eV) = -10.642
- net charge = 0
- Kohn-Sham gap (Ha) = 0.404

Charge distribution, Mulliken scheme, values in e: atom 1 (N): 0.141, atom 2 (H): 0.386, atom 3 (C): 0.676, atom 4 (S): -0.273, atom 5 (O): -0.397, atom 6 (O): -0.289, atom 7 (C): -0.244

---

*Q*
Formula: C2HNO2S
Source: the OMol25 dataset
Level of theory: ωB97M-V with the def2-TZVPD basis set

Cartesian coordinates (Å):
C: 1.48 -0.32 0.15
C: 0.12 -0.41 0.03
N: -0.36 0.93 0.08
O: -0.70 -1.35 -0.02
S: 2.92 0.19 0.05
O: -1.64 0.91 0.03
H: -1.83 0.05 -0.31

Calculated values
- multiplicity = 1
- HOMO (spin up / spin down) (eV) = -9.310 / -8.699
- net charge = 0
- Kohn-Sham gap (spin up / spin down) (Ha) = 0.279 / 0.260

Charge distribution, Mulliken scheme, values in e: atom 1 (C): 0.232, atom 2 (C): 0.723, atom 3 (N): -0.194, atom 4 (O): -0.697, atom 5 (S): -0.222, atom 6 (O): -0.205, atom 7 (H): 0.363

---

The data favor *P*; the next most stable structure lies 135.4 kJ/mol above it.